Model 1:
DFT (wB97M-V/def2-TZVPD) results for a cluster of 2 separate species, C3H11N2 in total.

Summary:
- Highest occupied orbital energy: -13.1 eV
- Orbital gap: 9.4 eV
- E_LUMO: -3.7 eV
- Charge: +1

Last column: Mulliken charge in e.
Geometry (Å):
C (0.2117, 1.3282, 1.9039)  -0.812
N (-0.2181, -0.0803, 1.5939)  -0.205
H (-0.4620, 1.9814, 1.3502)  0.338
H (1.1570, 1.4564, 1.3852)  0.339
H (0.1352, 1.5076, 2.9675)  0.362
H (-1.1856, -0.2516, 1.8736)  0.406
H (-0.2025, -0.1884, 0.5434)  0.365
H (0.3550, -0.7597, 2.0894)  0.365
C (-0.4854, -1.4825, -1.3273)  -1.042
C (0.6933, 0.4516, -2.0729)  -0.344
N (0.3188, -0.2445, -1.0844)  -0.443
H (-0.1779, -2.2164, -0.5865)  0.342
H (-1.5694, -1.3496, -1.2873)  0.336
H (-0.1827, -1.8513, -2.2992)  0.424
H (1.6807, 0.8660, -2.2736)  0.279
H (-0.0681, 0.8332, -2.7760)  0.290


Model 2:
DFT (wB97M-V/def2-TZVPD) results for a cluster of 2 separate species, C3H11N2 in total.

Summary:
- Highest occupied orbital energy: -14.8 eV
- Orbital gap: 10.2 eV
- E_LUMO: -4.6 eV
- Charge: +1

Last column: Mulliken charge in e.
Geometry (Å):
C (-0.8254, -1.3780, 1.5047)  -0.812
N (0.1658, -0.2457, 1.6398)  -0.588
H (-1.8026, -0.9318, 1.3172)  0.303
H (-0.7901, -2.1069, 2.3244)  0.320
H (-0.4516, -1.9365, 0.6540)  0.341
H (1.0689, -0.6614, 1.8238)  0.307
H (0.3764, 0.3843, 0.3914)  0.473
H (-0.0898, 0.4919, 2.2910)  0.283
C (1.3203, 0.6730, -1.7825)  -0.847
C (-0.9597, 0.8840, -1.1097)  -0.088
N (0.2856, 0.8088, -0.7356)  -0.083
H (2.3077, 0.7406, -1.2969)  0.334
H (1.2986, -0.3171, -2.2693)  0.310
H (1.1845, 1.5137, -2.4607)  0.333
H (-1.7085, 0.6123, -0.3609)  0.130
H (-1.3799, 1.4687, -1.9308)  0.285


Most favorable first, least favorable last: model 2, model 1


Model 1:
DFT (wB97M-V/def2-TZVPD) results for a cluster of 2 separate species, C3H11N2 in total.

Summary:
- Highest occupied orbital energy: -13.2 eV
- Orbital gap: 8.8 eV
- E_LUMO: -4.4 eV
- Charge: +1

Last column: Mulliken charge in e.
Geometry (Å):
C (-1.4832, -2.1240, -0.0564)  -0.168
N (-2.0255, -0.9534, -0.0623)  -0.673
H (-0.9667, -2.4780, 0.8927)  0.256
H (-1.7615, -2.8047, -0.8299)  0.283
H (-0.5836, 0.0394, -0.1995)  0.265
H (-2.7732, -0.6849, 0.7021)  0.284
C (1.4085, 0.5339, -1.1498)  -0.982
N (0.2126, 0.7566, -0.2576)  -0.051
C (0.7233, 1.1204, 1.1459)  -0.687
H (2.1299, -0.0729, -0.7456)  0.400
H (1.7770, 1.5476, -1.2857)  0.421
H (0.9610, 0.1271, -2.0685)  0.362
H (-0.1742, 1.5741, -0.6489)  0.366
H (0.4134, 0.2448, 1.8480)  0.269
H (1.7983, 1.1260, 1.1204)  0.320
H (0.3440, 2.0478, 1.5952)  0.334


Model 2:
DFT (wB97M-V/def2-TZVPD) results for a cluster of 2 separate species, C3H11N2 in total.

Summary:
- Highest occupied orbital energy: -14.9 eV
- Orbital gap: 5.7 eV
- E_LUMO: -9.2 eV
- Charge: +1

Last column: Mulliken charge in e.
Geometry (Å):
N (-1.6416, -1.0058, 1.0386)  -0.479
C (-1.3472, -2.3860, 1.0477)  0.047
C (-2.6708, -3.2006, 0.9433)  -1.075
C (-0.3365, -2.9390, 2.0285)  -0.356
N (-0.0225, -4.2422, 1.4455)  -0.151
H (8.7182, 18.8912, -8.9467)  0.001
H (-1.2242, -0.6283, 0.0567)  0.370
H (-1.2118, -0.2839, 1.7185)  0.339
H (-0.7811, -2.6800, 0.1239)  0.262
H (-3.3362, -2.9101, 0.0405)  0.319
H (-3.2770, -2.9533, 1.8054)  0.361
H (-2.3708, -4.2669, 0.7521)  0.325
H (0.5170, -2.2626, 1.9803)  0.367
H (-0.7578, -3.1055, 3.0910)  0.350
H (8.7593, 18.4187, -8.4339)  -0.001
H (0.9830, -4.4458, 1.3087)  0.320


Most favorable first, least favorable last: model 1, model 2


Model 1:
DFT (wB97M-V/def2-TZVPD) results for a cluster of 2 separate species, C3H11N2 in total.

Summary:
- Highest occupied orbital energy: -14.5 eV
- Orbital gap: 9.8 eV
- E_LUMO: -4.7 eV
- Charge: +1

Last column: Mulliken charge in e.
Geometry (Å):
C (-1.9369, -0.8982, -1.2265)  -0.823
N (-0.6303, -0.2647, -1.5369)  -0.683
H (-1.7372, -1.9287, -1.0530)  0.309
H (-2.3580, -0.2819, -0.3860)  0.296
H (-2.6476, -0.8673, -2.0351)  0.336
H (-0.1864, -0.6959, -2.3625)  0.251
H (0.0786, 0.0991, -0.1223)  0.331
H (-0.8133, 0.7233, -1.7591)  0.298
C (1.8626, 1.2018, 0.7971)  -0.806
C (0.5229, -0.3887, 1.8090)  -0.131
N (0.7955, 0.1673, 0.6887)  0.095
H (2.3328, 1.2857, -0.2207)  0.291
H (2.5703, 0.9139, 1.6421)  0.333
H (1.4092, 2.1969, 1.0919)  0.337
H (-0.1532, -1.2344, 1.8861)  0.271
H (0.8910, -0.0282, 2.7874)  0.295


Model 2:
DFT (wB97M-V/def2-TZVPD) results for a cluster of 2 separate species, C3H11N2 in total.

Summary:
- Highest occupied orbital energy: -13.8 eV
- Orbital gap: 6.2 eV
- E_LUMO: -7.6 eV
- Charge: +1

Last column: Mulliken charge in e.
Geometry (Å):
C (0.1446, -0.3047, 2.5285)  -0.822
C (0.6462, 0.4691, -0.6836)  -0.443
C (-0.2249, -0.3092, -1.5664)  -0.202
N (-0.8710, 0.6663, -2.4652)  -0.460
N (0.4733, -1.0451, 1.3480)  -0.386
H (-0.6831, -0.7789, 3.0664)  0.372
H (-0.4182, 0.6212, 2.2989)  0.242
H (0.1098, 1.3454, -0.3010)  0.383
H (1.6458, 0.7545, -1.0124)  0.383
H (-1.1850, -0.5803, -1.1169)  0.316
H (0.2853, -1.0471, -2.1741)  0.295
H (-1.8155, 0.9479, -2.2698)  0.271
H (-0.3856, 1.5098, -2.7346)  0.265
H (0.5670, -0.4347, 0.5464)  0.259
H (0.7819, -2.0002, 1.4267)  0.204
H (0.9296, 0.1861, 3.1092)  0.324


Model 3:
DFT (wB97M-V/def2-TZVPD) results for the ion C3H11N2 with charge +1.

Summary:
- Highest occupied orbital energy: -14.1 eV
- Orbital gap: 10.8 eV
- E_LUMO: -3.3 eV
- Charge: +1
- Structure (SMILES): CNCC[NH3+]

Last column: Mulliken charge in e.
Geometry (Å):
N (0.5891, -0.1758, -1.5118)  -0.307
C (-0.8080, -0.3882, -1.0199)  -0.607
C (-0.9895, 0.7642, 0.0957)  -0.586
N (0.3372, 0.7607, 0.8482)  -0.379
C (0.7573, -0.4279, 1.6258)  -0.789
H (0.8954, 0.5801, -0.7417)  0.439
H (0.8493, -0.0078, -2.5150)  0.328
H (1.0567, -1.0205, -1.2342)  0.315
H (-0.8519, -1.4653, -0.5646)  0.301
H (-1.4706, -0.1237, -1.8246)  0.398
H (-1.9010, 0.3330, 0.4978)  0.301
H (-1.1472, 1.6865, -0.4413)  0.463
H (0.4048, 1.6305, 1.3782)  0.243
H (0.8379, -1.3321, 1.0584)  0.254
H (1.7123, -0.2549, 2.1490)  0.304
H (-0.2720, -0.5588, 2.1999)  0.323


Most favorable first, least favorable last: model 1, model 3, model 2


Model 1:
DFT (wB97M-V/def2-TZVPD) results for a cluster of 2 separate species, C3H11N2 in total.

Summary:
- Highest occupied orbital energy: -15.3 eV
- Orbital gap: 10.6 eV
- E_LUMO: -4.8 eV
- Charge: +1

Last column: Mulliken charge in e.
Geometry (Å):
C (-2.8277, 0.5035, 0.5707)  -1.036
C (-1.3398, 0.0056, 0.5700)  -0.799
H (-2.9956, 1.1226, -0.3025)  0.316
H (-3.4359, -0.3832, 0.4482)  0.311
H (-3.0776, 1.0052, 1.5284)  0.307
H (-1.0652, -0.4120, -0.4039)  0.258
H (-1.1497, -0.7782, 1.3205)  0.372
H (-0.6524, 0.8305, 0.7781)  0.304
N (2.9411, 0.3278, 0.0247)  -0.279
C (1.8320, -0.3607, -0.1991)  0.166
N (1.5942, -0.8667, -1.3921)  -0.432
H (3.5395, 0.5042, -0.7742)  0.275
H (2.9934, 0.9764, 0.7990)  0.283
H (1.1790, -0.4345, 0.6695)  0.364
H (0.9894, -1.6995, -1.3835)  0.308
H (1.4754, -0.3411, -2.2537)  0.284


Model 2:
DFT (wB97M-V/def2-TZVPD) results for a cluster of 2 separate species, C3H11N2 in total.

Summary:
- Highest occupied orbital energy: -13.2 eV
- Orbital gap: 5.0 eV
- E_LUMO: -8.2 eV
- Charge: +1

Last column: Mulliken charge in e.
Geometry (Å):
C (2.1353, 0.5203, -0.1101)  -0.697
C (-0.7795, -0.0802, 0.3916)  -0.442
C (-2.0470, 0.6681, 0.1394)  -0.152
N (-2.7244, -0.2156, -0.8897)  -0.535
N (2.7103, -0.6999, 0.4826)  -0.514
H (1.6328, 1.0695, 0.6870)  0.300
H (3.0027, 1.0700, -0.5187)  0.325
H (-0.5724, -0.0540, 1.4765)  0.376
H (-0.4642, -0.8471, -0.2856)  0.438
H (-2.6671, 0.7246, 1.0336)  0.381
H (-1.8840, 1.6651, -0.3084)  0.268
H (-3.2148, -0.8937, -0.3103)  0.287
H (-1.9726, -0.6995, -1.3554)  0.272
H (2.0430, -1.4368, 0.7151)  0.195
H (3.3431, -1.1601, -0.1856)  0.246
H (1.4587, 0.3694, -0.9621)  0.254


Model 3:
DFT (wB97M-V/def2-TZVPD) results for a cluster of 2 separate species, C3H11N2 in total.

Summary:
- Highest occupied orbital energy: -15.1 eV
- Orbital gap: 10.7 eV
- E_LUMO: -4.4 eV
- Charge: +1

Last column: Mulliken charge in e.
Geometry (Å):
C (1.2383, 1.1294, -0.7781)  -0.901
C (0.4268, 2.3428, -0.2090)  -0.862
H (0.6540, 0.6694, -1.5705)  0.271
H (2.0028, 1.6205, -1.3228)  0.387
H (1.4224, 0.5379, 0.0628)  0.213
H (0.3917, 3.0542, -0.9919)  0.315
H (1.0441, 2.7124, 0.6318)  0.250
H (-0.5261, 2.2497, 0.2925)  0.365
N (-2.0165, -1.8280, 0.5358)  -0.312
C (-0.8025, -1.2889, 0.5580)  0.544
N (0.2950, -2.0905, 0.4525)  -0.293
H (-2.0931, -2.8213, 0.4781)  0.213
H (-2.9200, -1.3541, 0.5067)  0.263
H (-0.5753, -0.2235, 0.2763)  0.061
H (1.2179, -1.6427, 0.4560)  0.247
H (0.2405, -3.0671, 0.6217)  0.240


Model 4:
DFT (wB97M-V/def2-TZVPD) results for a cluster of 2 separate species, C3H11N2 in total.

Summary:
- Highest occupied orbital energy: -13.5 eV
- Orbital gap: 9.6 eV
- E_LUMO: -3.9 eV
- Charge: +1

Last column: Mulliken charge in e.
Geometry (Å):
C (1.4714, -0.0010, -1.9863)  -0.828
N (1.4477, 0.3982, -0.5454)  -0.268
H (0.7486, 0.5538, -2.5696)  0.326
H (2.4395, 0.2084, -2.4182)  0.358
H (1.2266, -1.0570, -1.9759)  0.341
H (2.1361, -0.1298, -0.0106)  0.388
H (0.4824, 0.3794, 0.0048)  0.392
H (1.8016, 1.3571, -0.5372)  0.385
C (-1.1178, -0.4050, 2.2299)  -0.846
C (-1.7918, 0.0633, -0.0161)  -0.363
N (-0.8395, 0.0360, 0.8274)  -0.429
H (-1.6295, 0.3494, 2.8067)  0.281
H (-0.1365, -0.4989, 2.6607)  0.294
H (-1.6249, -1.3748, 2.0795)  0.376
H (-2.1446, 0.9339, -0.5572)  0.299
H (-2.4696, -0.8129, 0.0075)  0.295


Most favorable first, least favorable last: model 1, model 3, model 4, model 2


Model 1:
DFT (wB97M-V/def2-TZVPD) results for a structure of composition C16H24N2O4S.

Summary:
- Highest occupied orbital energy: -8.3 eV
- Orbital gap: 8.5 eV
- E_LUMO: 0.3 eV
- Charge: 0

Last column: Mulliken charge in e.
Geometry (Å):
C (-4.1215, -0.4075, -2.4957)  -1.367
C (-3.6208, -1.5176, -1.6291)  -0.492
H (-4.2656, -2.2840, -1.7335)  0.513
H (-2.6846, -1.8540, -1.7582)  0.420
S (-3.9491, -1.1488, -0.0407)  1.101
O (-3.8627, -2.2290, 0.9781)  -0.712
O (-5.2844, -0.3542, 0.3898)  -0.686
N (-2.7599, 0.0720, 0.3717)  0.123
C (-2.8303, 1.4428, -0.0622)  -1.078
C (-1.9719, 2.2569, 1.0057)  -0.685
H (-2.5909, 2.5045, 1.9921)  0.344
H (-2.0855, 3.4190, 0.5264)  0.301
C (-0.5609, 1.6072, 1.1274)  0.334
C (0.3310, 2.0461, 0.0500)  0.103
O (-0.0883, 1.9009, -1.2649)  -0.703
N (1.5411, 2.1139, 0.4521)  -0.114
H (1.9393, 1.9535, 1.3428)  0.359
C (2.6258, 2.1105, -0.5873)  -0.925
C (3.7311, 1.1298, -0.5379)  0.437
C (3.1100, -0.2094, -0.1527)  -0.539
C (3.9583, -1.3349, -0.1557)  0.660
C (5.2596, -1.0131, 0.0798)  -0.461
C (5.8553, 0.2864, -0.2319)  -0.468
C (4.9370, 1.2856, -0.3060)  -0.145
H (5.3893, 2.3994, -0.8806)  0.100
H (7.0119, 0.3597, -0.3065)  0.285
H (6.0856, -2.1013, 0.0751)  0.071
O (3.4451, -2.3746, 0.1051)  -0.392
C (4.1432, -3.7015, 0.4544)  -0.819
H (3.5726, -4.5405, 0.5473)  0.284
H (4.8510, -3.4466, 1.1904)  0.392
H (4.8354, -3.8845, -0.6471)  0.283
H (2.1085, -0.4085, -0.2520)  0.582
H (2.1399, 1.9563, -1.6609)  0.307
H (3.1627, 3.0539, -0.6228)  0.345
C (-0.5823, 0.5033, 1.6656)  -1.097
C (-1.3846, -0.4927, 0.4198)  -1.799
H (-1.5198, -1.5184, 1.1712)  0.271
H (-0.9143, -0.4141, -0.3635)  1.291
H (0.2716, 0.0259, 1.8119)  0.675
H (-1.0438, 0.1257, 2.7530)  0.299
H (-0.2745, 2.4288, 2.3036)  0.398
H (-3.9244, 1.6652, 0.0169)  0.339
H (-2.3671, 1.3733, -0.9312)  0.703
H (-4.4224, -0.7392, -3.6570)  0.279
H (-4.9490, -0.0300, -2.2501)  0.572
H (-3.3311, 0.2599, -2.5798)  0.313


Model 2:
DFT (wB97M-V/def2-TZVPD) results for an isolated molecule of C16H24N2O4S.

Summary:
- Highest occupied orbital energy: -9.2 eV
- Orbital gap: 9.7 eV
- E_LUMO: 0.5 eV
- Charge: 0
- Structure (SMILES): CC(C)(C)NC(=O)COc1ccc(S(=O)(=O)N2CCCC2)cc1

Last column: Mulliken charge in e.
Geometry (Å):
C (-4.3969, -1.2598, 0.1088)  -1.865
H (-4.5996, -2.3073, 0.3122)  0.439
H (-4.8612, -0.9898, -0.8372)  0.385
H (-4.8361, -0.6570, 0.8987)  0.422
C (-2.8874, -1.0137, 0.0541)  1.584
N (-2.6400, 0.4043, -0.2141)  -0.018
C (-2.9663, 1.4243, 0.5938)  0.472
O (-3.5390, 1.3349, 1.6588)  -0.641
C (-2.5415, 2.7953, 0.0377)  -0.608
O (-1.4778, 2.7416, -0.8889)  -0.544
C (-0.2487, 2.3528, -0.4528)  0.278
C (0.7613, 2.3594, -1.4200)  -0.817
C (2.0365, 1.9475, -1.0946)  -0.409
C (2.3095, 1.5241, 0.1942)  0.115
C (1.3280, 1.5412, 1.1645)  -0.608
C (0.0435, 1.9525, 0.8495)  -0.190
H (-0.7143, 1.9512, 1.6164)  0.497
H (1.5810, 1.2416, 2.1691)  0.472
S (3.9509, 0.9197, 0.6001)  1.212
O (4.8852, 1.5205, -0.3040)  -0.717
O (4.1439, 1.0619, 2.0118)  -0.714
N (3.9690, -0.7210, 0.2807)  0.029
C (3.0629, -1.5320, 1.0611)  -1.119
H (2.8692, -1.0324, 2.0080)  0.429
H (3.5498, -2.4912, 1.2617)  0.329
C (1.8113, -1.7314, 0.1867)  0.377
H (1.4015, -2.7318, 0.3138)  0.748
H (1.0420, -1.0086, 0.4580)  -0.657
C (2.3004, -1.4848, -1.2519)  -0.477
H (2.1894, -2.3711, -1.8743)  0.548
H (1.7427, -0.6713, -1.7155)  0.160
C (3.7874, -1.1074, -1.1000)  -0.905
H (4.1057, -0.2862, -1.7387)  0.378
H (4.4264, -1.9733, -1.2979)  0.316
H (2.8332, 1.9639, -1.8210)  0.476
H (0.5168, 2.6957, -2.4152)  0.491
H (-3.3846, 3.2177, -0.5171)  0.347
H (-2.3156, 3.4605, 0.8785)  0.381
H (-2.2103, 0.6315, -1.0982)  0.359
C (-2.2527, -1.8034, -1.0893)  -1.708
H (-2.4030, -2.8677, -0.9323)  0.438
H (-1.1823, -1.6121, -1.1400)  0.250
H (-2.7051, -1.5322, -2.0412)  0.457
C (-2.2389, -1.3948, 1.3868)  -1.484
H (-1.1699, -1.1944, 1.3605)  0.222
H (-2.6837, -0.8163, 2.1910)  0.417
H (-2.3925, -2.4511, 1.5875)  0.457


Most favorable first, least favorable last: model 2, model 1


Model 1:
DFT (wB97M-V/def2-TZVPD) results for a cluster of 2 separate species, C2H6O2P in total.

Summary:
- Highest occupied orbital energy: -2.1 eV
- Orbital gap: 5.7 eV
- E_LUMO: 3.7 eV
- Charge: -1

Last column: Mulliken charge in e.
Geometry (Å):
C (2.4318, 0.5524, -0.8956)  -0.449
C (1.6097, -0.1715, -0.1583)  -0.503
O (-2.1826, 0.7211, -0.0649)  -0.510
O (-3.5516, -1.3811, 0.2409)  -0.559
P (-2.6957, -0.5306, 1.0503)  -0.058
H (3.4332, 0.7171, -0.4777)  0.227
H (1.9776, 0.9676, -1.7914)  0.253
H (-1.9860, 1.4152, 0.5520)  0.289
H (1.9092, -0.6193, 0.7089)  0.290
H (0.5674, -0.3013, -0.4931)  0.161
H (-1.5129, -1.3694, 1.3291)  -0.142


Model 2:
DFT (wB97M-V/def2-TZVPD) results for a cluster of 2 separate species, C2H6O2P in total.

Summary:
- Highest occupied orbital energy (spin up / spin down): -3.9 / -3.9 eV
- Orbital gap (spin up / spin down): 8.2 / 8.2 eV
- E_LUMO (spin up / spin down): 4.2 / 4.2 eV
- Charge: -1

Last column: Mulliken charge in e.
Geometry (Å):
C (-0.7714, -1.4070, 0.8359)  -0.875
C (-0.3087, 0.6752, -0.9992)  -1.108
O (1.2005, -1.7040, -1.1635)  -0.686
O (1.8098, 0.8117, 0.9551)  -0.867
P (0.5256, -0.8941, -0.1214)  0.823
H (-0.3561, -2.2584, 1.3948)  0.246
H (-0.9737, -0.5996, 1.5284)  0.250
H (-0.1088, 1.5590, -0.2299)  0.279
H (0.0801, 0.9252, -1.9419)  0.325
H (-1.3485, 0.5239, -0.9141)  0.383
H (2.1115, 1.0778, 0.1060)  0.230


Most favorable first, least favorable last: model 1, model 2